1.
Molecular formula: C18H48N12O21
Method: DFT, ωB97M-V with the def2-TZVPD basis set

Structure (XYZ):
```
99
Properties=species:S:1:pos:R:3:forces:R:3
C 5.655 -5.142 -2.597 0.19 -2.29 0.41
N 6.000 -3.808 -2.333 1.93 3.75 2.07
O 6.709 -3.601 -1.323 -0.88 -0.33 -1.63
O 5.478 -2.909 -2.976 0.40 -0.84 0.01
H 6.329 -5.827 -2.082 0.21 0.38 0.05
H 5.723 -5.389 -3.657 -1.05 0.30 0.14
H 4.755 -5.145 -1.981 -0.80 -0.97 -1.04
C 0.917 -5.894 8.378 0.17 -0.06 0.59
N 1.854 -6.298 7.241 -0.99 0.60 0.72
O 1.343 -6.448 6.157 -0.19 -0.17 -0.36
O 3.030 -6.405 7.486 0.16 -0.10 0.22
H 1.523 -5.514 9.200 0.05 0.06 -0.31
H 0.360 -6.747 8.764 0.32 -0.34 -0.42
H 0.160 -5.173 8.068 0.47 0.01 -0.45
C 4.811 6.128 0.652 0.63 -0.23 -1.09
N 5.087 7.485 0.109 -0.42 1.49 0.29
O 6.239 7.782 -0.164 -0.51 -0.54 0.17
O 4.143 8.252 0.009 0.23 -0.37 -0.03
H 5.546 5.578 0.063 -0.07 -0.66 0.66
H 3.804 5.814 0.379 0.11 0.32 0.24
H 4.999 6.129 1.725 0.03 -0.01 -0.24
C -4.758 -7.349 -3.809 -1.34 0.29 -0.80
N -3.565 -8.096 -4.154 2.22 1.13 0.03
O -2.526 -7.454 -3.916 -0.74 -1.52 -0.47
O -3.646 -9.209 -4.630 0.16 0.54 0.35
H -4.626 -6.296 -4.056 0.44 -0.15 0.45
H -4.930 -7.518 -2.746 -0.36 0.06 -0.26
H -5.519 -7.691 -4.510 -0.38 -0.35 0.70
C 2.277 4.421 -9.481 0.22 -1.28 1.08
N 2.724 4.289 -8.004 1.06 1.15 0.00
O 2.450 3.234 -7.449 0.18 1.09 -0.33
O 3.383 5.219 -7.511 -1.26 -1.53 -0.72
H 1.476 5.152 -9.588 0.24 -0.09 0.21
H 1.960 3.387 -9.614 -0.40 0.36 -0.63
H 3.138 4.620 -10.121 -0.04 0.29 0.39
C -1.635 -1.810 -7.076 0.08 -0.43 0.01
N -2.162 -0.989 -8.217 0.71 1.28 -0.25
O -3.063 -0.214 -7.902 0.69 -0.84 -0.94
O -1.576 -1.027 -9.313 -1.28 -0.21 1.93
H -0.646 -1.453 -6.790 -0.05 0.16 -0.38
H -1.551 -2.847 -7.399 -0.08 0.14 0.00
H -2.299 -1.681 -6.221 -0.06 -0.10 -0.36
C -4.691 -6.747 3.803 -0.39 0.88 0.69
N -5.848 -5.805 3.658 -0.82 1.08 -0.11
O -5.858 -4.760 4.354 -0.24 -2.42 -1.75
O -6.698 -6.164 2.835 0.96 1.08 1.39
H -5.148 -7.699 4.072 0.35 0.00 -0.21
H -4.115 -6.307 4.618 0.24 -0.41 -0.22
H -4.163 -6.747 2.849 -0.09 -0.20 0.20
C -3.338 1.696 6.370 -0.06 1.93 0.20
N -1.980 2.187 5.938 0.46 0.69 -0.94
O -0.994 1.642 6.359 0.22 -0.87 0.65
O -1.908 3.147 5.178 -0.90 -0.56 0.34
H -3.868 2.645 6.453 -0.29 -0.10 -0.06
H -3.267 1.316 7.389 0.11 -0.69 -0.56
H -3.833 1.146 5.570 0.46 -0.41 0.34
C -8.576 -0.805 -1.830 -0.05 0.67 -0.14
N -8.179 0.589 -1.529 0.15 3.60 1.40
O -8.546 1.027 -0.388 1.32 -0.98 -3.49
O -7.472 1.235 -2.371 -2.34 -2.22 2.73
H -7.696 -1.285 -1.402 -0.17 -0.91 -0.84
H -8.808 -0.797 -2.895 0.82 -0.64 0.02
H -9.480 -1.115 -1.305 0.28 0.47 0.33
C 7.422 -1.246 7.130 0.03 0.24 0.63
N 7.108 -0.602 8.418 0.24 -0.54 -1.28
C 8.287 -0.237 9.213 -1.13 -0.58 0.71
C 5.834 -0.510 8.886 1.97 1.15 0.60
O 5.621 -0.015 9.986 -0.92 -0.69 -0.79
H 7.981 -0.513 6.550 0.28 -0.38 -0.19
H 6.578 -1.572 6.522 -0.42 0.35 0.41
H 7.978 -2.161 7.338 0.43 0.10 -0.24
H 8.513 -1.071 9.877 0.26 -0.20 0.02
H 9.169 -0.043 8.603 -0.35 0.27 -0.10
H 7.995 0.562 9.895 0.26 0.28 -0.34
H 5.158 -0.832 8.079 -0.67 -0.03 0.56
C -2.875 7.454 -5.155 0.22 -0.54 1.07
N -3.043 8.913 -5.149 0.11 -1.30 -0.51
C -3.015 9.632 -3.852 0.29 -1.03 -1.27
C -3.425 9.507 -6.299 -1.12 1.52 1.34
O -3.851 10.662 -6.284 0.57 -0.80 -0.97
H -2.262 7.083 -4.334 0.66 0.67 0.07
H -2.433 7.007 -6.045 -0.09 0.60 -0.25
H -3.763 6.872 -4.911 -0.76 0.41 -0.44
H -1.947 9.707 -3.649 -0.15 0.19 0.75
H -3.470 10.620 -3.926 -0.01 -0.31 -0.15
H -3.545 8.968 -3.170 0.17 0.40 0.43
H -3.410 8.841 -7.175 0.11 0.19 -0.06
C 1.592 -0.275 0.865 -0.56 0.09 0.35
N 0.345 -0.603 0.197 -0.62 -0.98 -0.14
C -0.398 0.516 -0.360 0.00 0.42 0.12
C -0.191 -1.870 0.214 2.42 1.57 0.83
O -1.265 -2.154 -0.190 -2.22 -0.77 -0.87
H 2.047 -1.116 1.390 -0.11 -0.36 -0.51
H 1.356 0.402 1.686 0.22 0.50 -0.12
H 2.294 0.165 0.157 0.11 0.06 0.17
H -0.911 1.110 0.397 0.52 0.25 0.51
H 0.348 1.110 -0.887 -0.33 0.37 -0.08
H -1.251 0.312 -1.006 0.56 -0.94 -0.31
H 0.524 -2.583 0.653 0.01 -0.22 0.06
```
Positions in Å, forces in eV/Å.

Computed properties:
multiplicity	1
HOMO-LUMO gap	0.3209	hartree
energy relative to the best compared isomer or geometry (same formula, charge and spin)	337.3	kJ/mol
strongest force on any atom	0.09139	Eh/bohr

***

2.
Molecular formula: C3H5NO2
Method: DFT, ωB97M-V with the def2-TZVPD basis set

Structure (XYZ):
```
11
Properties=species:S:1:pos:R:3:forces:R:3
N 1.577 0.525 -0.036 0.12 0.09 -0.55
C 1.009 0.194 -1.266 -0.24 0.10 0.20
O 0.081 -0.746 -1.091 0.16 0.22 -0.32
C -0.694 -0.828 0.120 -0.02 -0.08 0.21
C -1.386 0.510 0.360 -0.25 0.04 0.38
O -1.995 0.754 1.368 0.32 -0.16 -0.45
H 2.178 1.333 -0.125 0.11 -0.11 -0.20
H 2.160 -0.265 0.236 -0.34 -0.12 0.70
H -0.145 -1.127 1.014 0.01 0.02 -0.15
H -1.464 -1.577 -0.094 0.13 0.07 0.06
H -1.321 1.227 -0.486 -0.01 -0.07 0.12
```
Positions in Å, forces in eV/Å.

Computed properties:
multiplicity	1
HOMO-LUMO gap	0.3526	hartree
energy relative to the best compared isomer or geometry (same formula, charge and spin)	357.1	kJ/mol
strongest force on any atom	0.01523	Eh/bohr

***

3.
Molecular formula: C31H24F15N3O4Zr
Method: DFT, ωB97M-V with the def2-TZVPD basis set

Structure (XYZ):
```
78
Properties=species:S:1:pos:R:3:forces:R:3
Zr -0.233 -0.240 0.337 0.47 0.96 -0.49
C 1.727 1.387 3.698 -0.04 -0.05 -0.02
C 1.824 2.454 2.645 0.14 0.07 0.06
C 2.812 3.429 2.728 -0.03 0.00 -0.07
C 2.858 4.475 1.819 -0.02 -0.05 0.02
C 1.907 4.554 0.816 0.06 -0.02 -0.05
C 0.917 3.586 0.692 0.11 0.20 -0.09
C -0.145 3.735 -0.359 -0.11 -0.03 -0.08
C 0.902 2.535 1.604 -0.12 -0.28 0.22
N -0.186 1.590 1.518 -0.36 0.13 -0.10
C -1.285 2.005 2.219 0.08 -0.06 -0.21
O -1.357 2.903 3.034 0.02 -0.01 0.08
C -2.535 1.307 1.756 0.03 0.05 -0.14
C -3.805 1.681 2.137 -0.02 -0.05 0.06
C -4.882 1.127 1.457 -0.02 0.05 0.03
C -4.661 0.255 0.400 -0.01 -0.12 0.03
C -3.358 -0.081 0.092 0.07 0.08 0.00
N -2.333 0.427 0.775 -0.22 -0.04 0.13
C -2.973 -0.893 -1.115 0.07 -0.08 0.04
O -3.850 -1.297 -1.857 0.00 -0.02 -0.04
N -1.625 -1.030 -1.260 -0.08 0.30 0.37
C -1.269 -1.550 -2.560 -0.11 0.01 0.18
C -1.002 -0.620 -3.567 0.07 -0.02 -0.17
C -1.156 0.859 -3.344 0.03 0.08 0.02
C -0.645 -1.084 -4.826 0.05 -0.01 0.00
C -0.581 -2.441 -5.094 -0.01 0.02 0.02
C -0.931 -3.346 -4.108 0.02 0.04 0.05
C -1.300 -2.918 -2.834 0.00 -0.04 -0.06
C -1.798 -3.948 -1.854 -0.03 0.00 0.03
H 2.623 1.384 4.318 0.00 0.01 0.02
H 1.602 0.397 3.264 0.01 0.01 -0.01
H 0.867 1.571 4.347 -0.01 0.01 -0.02
H 3.540 3.372 3.528 0.01 0.01 0.01
H 3.627 5.232 1.899 0.01 0.00 0.00
H 1.933 5.376 0.110 -0.01 0.00 0.00
H 0.165 4.450 -1.120 0.00 0.04 0.03
H -1.077 4.099 0.083 0.00 -0.02 0.01
H -0.372 2.799 -0.871 0.06 -0.02 0.05
H -3.911 2.417 2.922 -0.03 -0.01 0.00
H -5.892 1.410 1.723 0.00 -0.01 0.00
H -5.454 -0.160 -0.204 -0.02 0.01 0.01
H -2.207 1.121 -3.194 -0.01 -0.03 0.02
H -0.797 1.405 -4.216 -0.02 0.01 -0.01
H -0.597 1.226 -2.483 0.02 -0.07 -0.01
H -0.414 -0.366 -5.604 -0.01 0.00 -0.01
H -0.292 -2.790 -6.077 -0.01 -0.01 0.00
H -0.947 -4.407 -4.325 0.00 0.00 -0.01
H -0.981 -4.494 -1.382 0.04 0.00 -0.01
H -2.411 -4.678 -2.382 -0.01 0.01 0.00
H -2.416 -3.508 -1.075 0.02 0.02 0.01
F 3.106 0.340 0.957 -0.03 0.05 0.06
C 3.346 -0.267 -0.199 -0.01 0.09 -0.11
F 4.639 -0.136 -0.484 0.09 -0.08 0.02
F 3.078 -1.572 -0.022 0.03 -0.08 -0.01
C 2.446 0.313 -1.331 0.07 0.32 0.01
O 1.166 0.507 -0.882 -0.01 -0.72 0.25
C 2.443 -0.672 -2.535 0.07 0.08 -0.11
F 1.972 -0.062 -3.623 0.01 -0.03 0.02
F 3.669 -1.127 -2.811 -0.02 -0.02 0.02
F 1.667 -1.724 -2.272 -0.04 -0.04 0.04
C 3.021 1.694 -1.796 -0.05 -0.08 -0.07
F 3.470 2.390 -0.754 0.00 0.04 0.01
F 4.033 1.547 -2.660 -0.05 0.01 0.05
F 2.063 2.406 -2.394 0.10 -0.05 0.05
C 1.536 -3.227 2.818 0.09 -0.03 0.02
C 0.311 -2.399 2.469 0.36 0.05 -0.21
O 0.659 -1.204 1.847 -0.62 -0.24 0.02
C -0.514 -2.100 3.737 0.13 -0.14 0.11
F -1.450 -1.168 3.535 -0.08 0.08 -0.08
F 0.275 -1.666 4.722 -0.01 -0.01 -0.02
F -1.129 -3.221 4.157 -0.01 0.08 0.04
C -0.547 -3.145 1.436 0.14 -0.08 0.02
F -0.742 -4.431 1.651 -0.04 -0.01 0.01
F 0.077 -3.003 0.236 -0.06 -0.23 -0.07
F -1.747 -2.536 1.294 -0.07 -0.07 0.01
H 2.196 -2.630 3.442 -0.01 0.02 0.01
H 2.070 -3.487 1.905 -0.04 0.02 -0.02
H 1.262 -4.139 3.346 -0.01 0.00 0.02
```
Positions in Å, forces in eV/Å.

Computed properties:
multiplicity	1
HOMO-LUMO gap	0.2874	hartree
energy relative to the best compared isomer or geometry (same formula, charge and spin)	36.6	kJ/mol
strongest force on any atom	0.02278	Eh/bohr

***

4.
Molecular formula: C4H7IOS
Method: DFT, ωB97M-V with the def2-TZVPD basis set

Structure (XYZ):
```
14
Properties=species:S:1:pos:R:3:forces:R:3
C 1.536 2.457 -0.555 -1.37 0.15 -2.20
C 0.116 0.406 1.367 0.85 2.64 -0.31
C -0.336 -0.117 -1.129 1.93 -3.49 -0.02
C 0.645 0.068 -0.011 -0.84 0.13 -0.45
O 1.435 3.268 -1.407 -0.08 -1.60 1.41
S 2.110 -0.848 -0.129 -0.75 0.89 0.44
I 3.077 2.706 0.992 1.09 0.19 1.12
H 0.072 -0.453 2.040 0.70 0.08 0.06
H 0.888 1.319 1.705 -2.11 -2.43 -0.06
H -0.958 0.763 1.346 1.34 0.03 -0.31
H 0.116 -0.624 -1.983 0.86 0.48 -0.28
H -1.016 -0.960 -0.957 -0.84 0.84 0.83
H -0.666 0.771 -1.490 -1.84 2.46 -0.71
H 2.369 -0.294 1.050 1.07 -0.37 0.47
```
Positions in Å, forces in eV/Å.

Computed properties:
multiplicity	1
HOMO-LUMO gap (alpha / beta)	0.2626 / 0.2272	hartree
energy relative to the best compared isomer or geometry (same formula, charge and spin)	259.7	kJ/mol
strongest force on any atom	0.07763	Eh/bohr